Computed, not measured: a molecular structure, H6KO3, with wB97M-V/def2-TZVPD.

Positions of all 10 atoms, in Å:
1 K 0.23 -0.10 0.90
2 O -1.93 -0.98 2.41
3 H -2.57 -0.29 2.65
4 H -2.43 -1.81 2.44
5 O -0.47 -0.01 -1.62
6 H -0.72 -0.47 -2.43
7 H -0.52 0.93 -1.85
8 O 2.52 0.80 -0.59
9 H 3.47 0.82 -0.43
10 H 2.42 1.12 -1.49

Results
- relative energy (zero: lowest compared OMol25 entry of this formula, charge and spin) (eV) = 0.000
- charge = +1
- multiplicity = 1
- F_max (eV Å⁻¹) = 0.474
- frontier orbital gap (eV) = 12.3

Computed, not measured: a gas-phase ion, C4H10NOS (charge -1) at a distorted geometry, with wB97M-V/def2-TZVPD.

Positions of all 17 atoms, in Å:
1 C -1.43 1.26 -0.89
2 O -2.53 1.01 -1.65
3 C -0.81 0.00 -0.23
4 C 0.36 0.42 0.76
5 C 1.23 -0.80 0.98
6 S 2.64 -0.65 2.12
7 N -0.47 -1.00 -1.23
8 H -1.78 2.00 -0.13
9 H -0.49 1.75 -1.25
10 H -1.60 -0.42 0.42
11 H -0.20 0.83 1.60
12 H 1.03 1.26 0.51
13 H 0.73 -1.73 1.25
14 H 1.67 -1.01 0.01
15 H 3.46 -0.77 1.12
16 H -0.53 -0.55 -2.14
17 H -1.28 -1.60 -1.24

Results
- relative energy (zero: lowest compared OMol25 entry of this formula, charge and spin) (eV) = 2.973
- charge = -1
- multiplicity = 1
- F_max (eV Å⁻¹) = 1.869
- SMILES = N[C@H](C[O-])CCS
- frontier orbital gap (eV) = 5.5

Computed, not measured: C7H9N2O3P in the gas phase at a distorted geometry, with wB97M-V/def2-TZVPD.

Positions of all 22 atoms, in Å:
1 C -4.28 1.04 -0.36
2 C -3.86 -0.28 -0.25
3 C -2.22 1.04 0.10
4 C 0.66 -0.46 -0.72
5 C 0.74 -0.66 0.61
6 C 1.38 0.20 -1.81
7 C 1.75 -0.30 1.63
8 N -3.25 1.89 -0.09
9 N -2.53 -0.25 0.07
10 O -2.18 -2.89 0.03
11 O -0.52 -1.17 -1.28
12 O -0.33 -1.43 1.07
13 P -1.53 -1.60 0.05
14 H -5.23 1.42 -0.66
15 H -4.27 -1.26 -0.01
16 H -1.17 1.34 0.35
17 H 1.18 -0.43 -2.76
18 H 2.37 0.31 -1.46
19 H 0.85 1.12 -2.02
20 H 1.76 -1.24 2.22
21 H 1.33 0.39 2.44
22 H 2.76 -0.12 1.24

Results
- relative energy (zero: lowest compared OMol25 entry of this formula, charge and spin) (eV) = 1.960
- multiplicity = 1
- F_max (eV Å⁻¹) = 4.460
- SMILES = CC1=C(C)OP(=O)(n2ccnc2)O1
- frontier orbital gap (eV) = 9.8

Computed, not measured: a molecular structure, C4H7BaO at a distorted geometry, with wB97M-V/def2-TZVPD.

Positions of all 13 atoms, in Å:
1 C 1.44 0.25 -0.77
2 C 0.29 -0.51 -0.16
3 C -0.67 0.19 0.75
4 O -1.71 -0.50 1.21
5 Ba -2.74 -0.21 3.90
6 H 1.53 1.31 -0.53
7 H 0.47 -1.56 0.09
8 H 2.39 -0.27 -0.88
9 H -0.96 1.16 0.29
10 C 0.29 -0.17 -1.63
11 H -0.41 0.60 -1.96
12 H 0.43 -0.99 -2.33
13 H -0.34 0.70 2.03

Results
- relative energy (zero: lowest compared OMol25 entry of this formula, charge and spin) (eV) = 0.000
- multiplicity = 2
- F_max (eV Å⁻¹) = 4.147
- frontier orbital gap (alpha / beta) (eV) = 5.0 / 6.5
- ⟨S²⟩ = 0.7504

Computed, not measured: 7 unconnected molecules or ions with the total composition C34H69N8O8 at a distorted geometry, with wB97M-V/def2-TZVPD.

Positions of all 119 atoms, in Å:
1 C 0.64 5.94 1.00
2 C -0.44 4.84 1.59
3 O -1.75 4.85 0.91
4 C -1.87 3.78 -0.10
5 C -1.48 4.23 -1.63
6 C -1.52 2.96 -2.71
7 C -0.09 2.16 -2.52
8 C -0.10 0.60 -3.01
9 C 0.85 -0.24 -1.96
10 C 2.41 -0.53 -2.48
11 C 3.50 -1.33 -1.49
12 C 2.87 -1.78 0.00
13 O 3.77 -2.45 0.97
14 C 3.96 -1.51 2.09
15 C 4.82 -0.17 1.73
16 C 1.30 -1.45 0.34
17 N 0.34 -0.71 -0.61
18 C -1.06 -0.48 -0.08
19 C -2.26 -1.15 -0.97
20 N -3.20 -0.25 -1.51
21 H 1.48 5.40 0.40
22 H 0.02 6.72 0.39
23 H 1.15 6.48 1.92
24 H -0.64 5.14 2.72
25 H 0.09 3.79 1.63
26 H -1.23 2.84 0.18
27 H -3.00 3.42 -0.14
28 H -0.33 4.55 -1.60
29 H -2.14 5.13 -2.02
30 H -1.62 3.48 -3.78
31 H -2.46 2.26 -2.52
32 H 0.80 2.73 -3.07
33 H 0.15 2.16 -1.36
34 H 0.45 0.58 -4.07
35 H -1.16 0.14 -3.19
36 H 2.78 -0.16 -3.53
37 H 4.60 -1.55 -1.83
38 H 4.55 -2.06 2.97
39 H 2.94 -1.16 2.59
40 H 5.98 -0.29 1.97
41 H 4.76 0.19 0.62
42 H 4.44 0.74 2.40
43 H 0.92 -1.79 1.41
44 H -1.27 0.66 0.02
45 H -1.16 -0.93 1.02
46 H -2.40 -2.28 -1.23
47 H -3.92 -0.76 -2.06
48 C -0.43 -4.92 0.93
49 C -1.13 -4.84 -0.40
50 O -1.57 -3.79 -0.85
51 N -1.26 -6.00 -1.12
52 C -0.81 -7.32 -0.76
53 H -0.40 -3.92 1.38
54 H -0.98 -5.59 1.60
55 H 0.59 -5.27 0.80
56 H -1.74 -5.87 -2.00
57 H -0.12 -7.66 -1.53
58 H -1.68 -7.98 -0.73
59 H -0.31 -7.34 0.21
60 C -4.31 6.94 6.65
61 C -2.91 6.45 6.41
62 O -2.06 6.44 7.30
63 N -2.59 6.01 5.16
64 C -3.44 5.95 4.00
65 H -4.42 7.26 7.69
66 H -4.52 7.79 6.00
67 H -5.02 6.13 6.46
68 H -1.63 5.70 5.07
69 H -3.49 4.91 3.67
70 H -3.00 6.56 3.21
71 H -4.45 6.30 4.20
72 C -3.95 4.48 -6.59
73 C -2.47 4.73 -6.62
74 O -1.79 4.80 -5.59
75 N -1.87 4.88 -7.84
76 C -2.49 4.83 -9.14
77 H -4.28 4.38 -5.55
78 H -4.48 5.32 -7.04
79 H -4.18 3.55 -7.12
80 H -0.87 5.05 -7.78
81 H -2.01 4.03 -9.71
82 H -2.31 5.79 -9.64
83 H -3.56 4.65 -9.08
84 C 3.59 -5.87 -1.39
85 C 2.97 -7.24 -1.32
86 O 1.95 -7.46 -0.68
87 N 3.59 -8.25 -2.00
88 C 4.79 -8.17 -2.80
89 H 2.99 -5.16 -0.81
90 H 4.60 -5.89 -0.97
91 H 3.61 -5.52 -2.43
92 H 3.12 -9.14 -1.91
93 H 4.55 -8.49 -3.81
94 H 5.53 -8.86 -2.37
95 H 5.21 -7.17 -2.83
96 C 3.48 6.55 4.08
97 C 4.36 6.40 2.87
98 O 3.95 5.98 1.80
99 N 5.68 6.75 3.00
100 C 6.35 7.26 4.17
101 H 2.46 6.23 3.83
102 H 3.85 5.92 4.89
103 H 3.45 7.59 4.39
104 H 6.21 6.63 2.15
105 H 6.76 8.24 3.92
106 H 7.16 6.58 4.42
107 H 5.68 7.35 5.03
108 C -2.62 -10.54 1.40
109 C -3.27 -9.20 1.64
110 O -2.95 -8.19 1.01
111 N -4.24 -9.13 2.59
112 C -4.75 -10.20 3.43
113 H -1.86 -10.44 0.61
114 H -2.12 -10.88 2.31
115 H -3.36 -11.26 1.07
116 H -4.64 -8.21 2.70
117 H -5.82 -10.30 3.24
118 H -4.59 -9.92 4.47
119 H -4.25 -11.15 3.23

Results
- charge = +1
- multiplicity = 1
- F_max (eV Å⁻¹) = 5.894
- frontier orbital gap (eV) = 6.2

Computed, not measured: a molecular structure, C8H21ClIOP2Pm at a distorted geometry, with wB97M-V/def2-TZVPD.

Positions of all 35 atoms, in Å:
1 C -2.43 0.09 1.45
2 I 0.07 0.02 3.05
3 H -1.57 0.15 0.80
4 H -3.03 1.01 1.29
5 H -3.06 -0.76 1.13
6 Pm 1.37 -0.05 -1.79
7 P 0.35 2.27 -0.70
8 C -0.08 2.85 0.97
9 C 2.00 3.09 -0.87
10 H 1.77 4.16 -0.96
11 H -0.32 4.45 -1.47
12 H 2.55 2.74 -1.75
13 H -0.76 3.19 -2.68
14 H 0.66 2.47 1.69
15 H 2.58 2.91 0.04
16 C -0.73 3.45 -1.61
17 H -0.09 3.95 0.97
18 H -1.73 3.39 -1.18
19 H -1.07 2.47 1.25
20 P 0.25 -2.31 -0.65
21 C -0.17 -2.85 1.04
22 C -0.84 -3.47 -1.55
23 H 2.45 -2.74 -1.73
24 H 1.69 -4.19 -0.96
25 H 2.50 -2.95 0.06
26 C 1.90 -3.11 -0.85
27 H -0.89 -3.21 -2.62
28 H -0.46 -4.49 -1.43
29 H -0.21 -3.95 1.09
30 H -1.14 -2.44 1.32
31 H -1.85 -3.41 -1.12
32 H 0.58 -2.48 1.74
33 Cl 2.50 0.00 -4.02
34 O -2.75 -0.17 3.86
35 C -2.08 -0.04 2.88

Results
- charge = +2
- multiplicity = 5
- F_max (eV Å⁻¹) = 2.473
- frontier orbital gap (alpha / beta) (eV) = 6.7 / 7.3
- ⟨S²⟩ = 6.0096

Computed, not measured: a molecular structure, C32H16FN8Rh at a distorted geometry, with wB97M-V/def2-TZVPD.

Positions of all 58 atoms, in Å:
1 Rh 0.07 -0.31 -0.32
2 C 0.99 3.77 -5.28
3 C -0.38 3.57 -5.51
4 C -1.15 2.84 -4.62
5 C -0.53 2.33 -3.50
6 C -1.02 1.52 -2.38
7 N 0.01 1.29 -1.52
8 C 1.15 1.89 -2.00
9 N 2.30 1.96 -1.39
10 C 2.61 1.26 -0.30
11 C 3.75 1.51 0.56
12 C 4.71 2.52 0.59
13 C 5.65 2.49 1.60
14 C 5.64 1.48 2.57
15 C 4.69 0.48 2.55
16 C 3.75 0.50 1.53
17 C 2.61 -0.35 1.24
18 N 2.30 -1.46 1.90
19 C 1.13 -2.05 1.82
20 N 0.00 -1.54 1.24
21 C -1.05 -2.39 1.48
22 N -2.30 -2.18 1.15
23 C -2.69 -1.20 0.34
24 N -1.91 -0.54 -0.56
25 C -2.68 0.38 -1.22
26 N -2.27 1.18 -2.20
27 C -4.03 0.33 -0.70
28 C -5.15 1.12 -0.93
29 C -6.27 0.88 -0.16
30 C -6.28 -0.12 0.83
31 C -5.16 -0.90 1.07
32 C -4.04 -0.67 0.29
33 C -0.57 -3.51 2.28
34 C -1.22 -4.61 2.81
35 C -0.47 -5.51 3.55
36 C 0.90 -5.31 3.75
37 C 1.55 -4.21 3.22
38 C 0.80 -3.31 2.48
39 N 1.96 0.15 0.15
40 C 0.83 2.55 -3.26
41 C 1.61 3.27 -4.15
42 H 1.57 4.31 -6.01
43 H -0.83 3.98 -6.40
44 H -2.21 2.68 -4.79
45 H 4.69 3.32 -0.14
46 H 6.41 3.26 1.65
47 H 6.38 1.51 3.36
48 H 4.65 -0.28 3.32
49 H -5.12 1.91 -1.67
50 H -7.16 1.49 -0.30
51 H -7.17 -0.26 1.43
52 H -5.14 -1.64 1.85
53 H -2.29 -4.74 2.65
54 H -0.95 -6.38 3.98
55 H 1.46 -6.03 4.33
56 H 2.61 -4.05 3.36
57 H 2.67 3.41 -3.97
58 F 0.60 -1.61 -1.63

Results
- multiplicity = 1
- F_max (eV Å⁻¹) = 1.316
- frontier orbital gap (alpha / beta) (eV) = 4.6 / 4.6

Computed, not measured: 2 unconnected molecules or ions with the total composition C2ClF3O at a distorted geometry, with wB97M-V/def2-TZVPD.

Positions of all 7 atoms, in Å:
1 C -0.04 0.38 1.87
2 C 0.38 -0.70 -1.48
3 O -0.45 0.07 -1.67
4 F -1.14 0.71 2.54
5 F 0.05 1.28 0.99
6 F 0.73 -1.52 -2.50
7 Cl 1.13 -1.22 -0.07

Results
- relative energy (zero: lowest compared OMol25 entry of this formula, charge and spin) (eV) = 2.016
- multiplicity = 1
- F_max (eV Å⁻¹) = 3.588
- frontier orbital gap (eV) = 11.1